No. 1
Here is a structure of composition C11H18F2N4O2Os at a distorted geometry from the OMol25 dataset. Energies are from ωB97M-V/def2-TZVPD.

```
! wB97M-V def2-TZVPD RIJCOSX def2/J DEFGRID3
* xyz 2 5
Os -1.357 1.382 -0.892
O -1.963 -0.520 -1.292
N -1.230 -1.134 -2.176
N 0.104 -0.766 -2.028
O 0.363 0.224 -1.176
C 1.111 -1.237 -2.828
C 0.915 -2.409 -3.564
C 1.990 -2.975 -4.235
C 3.229 -2.320 -4.296
C 3.362 -1.086 -3.640
C 2.339 -0.541 -2.877
H -0.096 -2.866 -3.639
H 1.847 -3.925 -4.716
H 4.050 -2.734 -4.848
H 4.297 -0.549 -3.704
H 2.475 0.391 -2.344
C -0.357 1.806 3.398
C -0.343 0.317 2.999
C 1.040 -0.281 3.292
C -1.598 -0.532 3.383
N -0.387 0.472 1.529
N -1.563 1.169 1.117
H 0.102 1.957 4.377
H -1.367 2.223 3.406
H 0.305 2.384 2.738
H 1.206 -0.314 4.381
H 1.764 0.432 2.903
H 1.224 -1.290 2.881
H -1.698 -0.610 4.468
H -1.489 -1.575 3.031
H -2.504 -0.087 2.955
H -0.378 -0.441 1.069
H -1.472 2.156 1.449
H -2.464 0.789 1.469
F -2.421 4.282 -0.265
C -2.510 2.871 -0.669
F -3.754 2.354 0.075
H -2.773 2.986 -1.734
*
```

Results
Molar mass (g/mol): 466.5
Frontier orbital gap (alpha / beta) (eV): 7.504 / 4.238
Energy above the lowest of the compared OMol25 structures with the same formula, charge and spin (kcal/mol): 72.5

---

No. 2
Here is a structure of composition C34H37NO5PSTi at a distorted geometry from the OMol25 dataset. Energies are from ωB97M-V/def2-TZVPD.

```
! wB97M-V def2-TZVPD RIJCOSX def2/J DEFGRID3
* xyz 1 1
Ti -1.129 -0.215 -0.549
O -4.533 0.070 1.542
C -3.447 -0.218 1.153
O -2.835 0.259 0.040
C -2.532 -1.207 1.838
C -2.793 -2.012 2.923
C -1.808 -2.921 3.302
C -0.622 -3.046 2.580
C -0.440 -2.203 1.506
N -1.367 -1.297 1.208
C 0.676 -2.214 0.482
O 1.565 -3.009 0.476
O 0.453 -1.256 -0.434
H -3.739 -1.936 3.441
H -1.981 -3.568 4.153
H 0.130 -3.783 2.827
C 2.159 2.551 3.534
C 0.680 2.292 3.737
C 0.163 2.552 5.007
C -1.185 2.435 5.301
C -2.076 2.084 4.298
C -1.580 1.798 3.039
C -0.216 1.858 2.744
P 0.240 1.428 1.025
C 1.951 0.801 1.143
C 2.174 -0.098 2.190
C 3.401 -0.718 2.362
C 4.431 -0.435 1.480
C 4.214 0.450 0.436
C 2.983 1.073 0.235
C 2.856 2.025 -0.930
C 0.043 3.003 0.155
C 0.269 4.259 0.720
C -0.118 5.402 0.044
C -0.759 5.288 -1.187
C -0.988 4.041 -1.743
C -0.580 2.883 -1.084
C -0.773 1.525 -1.708
H 2.432 3.468 4.058
H 2.443 2.665 2.491
H 2.772 1.744 3.941
H 0.848 2.879 5.782
H -1.540 2.648 6.302
H -3.142 2.045 4.486
H -2.279 1.586 2.246
H 1.383 -0.307 2.903
H 3.549 -1.413 3.178
H 5.400 -0.903 1.600
H 5.022 0.665 -0.254
H 3.667 1.855 -1.637
H 2.906 3.068 -0.609
H 1.917 1.912 -1.465
H 0.720 4.348 1.699
H 0.051 6.377 0.483
H -1.089 6.177 -1.709
H -1.488 3.960 -2.701
H 0.116 1.283 -2.308
H -1.623 1.546 -2.396
C -2.388 -4.515 -3.809
C -2.160 -3.487 -4.913
C -2.549 -2.074 -4.491
S -1.383 -1.021 -3.632
O -1.661 -1.283 -2.109
C 0.267 -1.659 -3.876
C 0.671 -2.962 -3.190
C 2.194 -3.016 -3.085
H -1.977 -5.486 -4.082
H -3.457 -4.646 -3.625
H -1.926 -4.205 -2.869
H -2.775 -3.726 -5.782
H -1.131 -3.514 -5.274
H -3.384 -2.080 -3.784
H -2.851 -1.453 -5.336
H 0.863 -0.834 -3.477
H 0.412 -1.665 -4.962
H 0.293 -3.822 -3.735
H 0.242 -2.995 -2.191
H 2.672 -2.879 -4.058
H 2.513 -3.980 -2.690
H 2.560 -2.245 -2.404
*
```

Results
Molar mass (g/mol): 650.6
Frontier orbital gap (eV): 7.675
Energy above the lowest of the compared OMol25 structures with the same formula, charge and spin (kcal/mol): 10.7

---

No. 3
Here is a cluster of 2 separate species, C5H15NO2 in total at a distorted geometry from the OMol25 dataset. Energies are from ωB97M-V/def2-TZVPD.

```
! wB97M-V def2-TZVPD RIJCOSX def2/J DEFGRID3
* xyz 0 1
C 0.908 1.489 -1.264
N 0.723 0.047 -0.557
C 0.218 0.339 0.899
C 0.641 -0.829 1.787
C -0.381 -1.978 1.466
O -1.746 -1.584 1.476
C -0.370 2.315 -1.256
H 1.213 1.411 -2.282
H 1.598 2.008 -0.527
H 1.676 -0.282 -0.511
H -0.923 0.259 0.688
H 0.408 1.159 1.328
H 0.508 -0.619 2.845
H 1.562 -1.072 1.463
H -0.282 -2.264 0.419
H -0.362 -2.844 2.160
H -1.817 -0.765 2.041
H -0.052 3.335 -0.814
H -1.221 1.731 -0.764
H -0.939 2.502 -2.251
H -0.995 -1.884 -1.799
H -0.105 -0.752 -2.220
O -0.262 -1.721 -2.327
*
```

Results
Molar mass (g/mol): 121.2
Frontier orbital gap (eV): 10.053
Energy above the lowest of the compared OMol25 structures with the same formula, charge and spin (kcal/mol): 84.4

---

No. 4
Here is a structure of composition C3H5FN2 at a distorted geometry from the OMol25 dataset. Energies are from ωB97M-V/def2-TZVPD.

```
! wB97M-V def2-TZVPD RIJCOSX def2/J DEFGRID3
* xyz 0 1
C -1.597 -0.457 0.101
C -0.815 0.740 -0.102
C 1.507 -0.082 -0.036
H -1.387 -1.477 -0.137
H -1.354 1.724 -0.361
H 0.915 1.959 0.609
H 2.496 0.259 0.155
H 1.660 -2.136 -0.022
N 0.487 0.964 -0.108
N 0.987 -1.204 -0.072
F -2.901 -0.289 -0.026
*
```

Results
Molar mass (g/mol): 88.1
Frontier orbital gap (eV): 8.336
Energy above the lowest of the compared OMol25 structures with the same formula, charge and spin (kcal/mol): 71.6

---

No. 5
Here is the molecule C2H3NOS at a distorted geometry from the OMol25 dataset. Energies are from ωB97M-V/def2-TZVPD.

```
! wB97M-V def2-TZVPD RIJCOSX def2/J DEFGRID3
* xyz 0 1
C -1.157 -0.269 -0.314
C 0.740 0.521 0.117
N 0.390 -0.792 -0.346
O -2.122 -0.988 -0.238
S -0.785 1.404 -0.216
H 0.847 0.781 1.153
H 1.542 0.896 -0.465
H 0.546 -1.553 0.308
*
```

Results
Molar mass (g/mol): 89.1
Frontier orbital gap (eV): 10.323
Energy above the lowest of the compared OMol25 structures with the same formula, charge and spin (kcal/mol): 24.1